{
  "formula": "C4H13N2Si",
  "method": "the ωB97M-V functional and the def2-TZVPD basis",
  "e_homo_ev": -14.5,
  "gap_ev": 10.91,
  "charge": 1,
  "spin_multiplicity": 1,
  "species": ["Si", "N", "N", "C", "C", "C", "C", "H", "H", "H", "H", "H", "H", "H", "H", "H", "H", "H", "H", "H"],
  "coordinates": [[0.9583, -0.0068, 0.1496], [-2.5082, 0.5782, 0.1116], [-0.7131, -0.9308, 0.0759], [-2.0086, -0.6237, 0.0963], [0.9960, 0.3565, -1.6290], [0.3779, 1.6868, 0.8967], [1.9126, -1.5160, 0.7069], [-0.0531, 0.2877, -2.0368], [2.8527, -1.2694, 1.2426], [1.2707, 1.3915, -1.7109], [-0.2234, 1.5407, 1.8206], [1.5807, -0.2411, -2.3204], [-2.8069, -1.3865, -0.1703], [-0.6744, -2.2460, -0.2588], [-3.4977, 0.8035, 0.3845], [2.3331, -2.0135, -0.2443], [1.1481, -2.2141, 1.2825], [1.1753, 2.4302, 1.1335], [-1.8094, 1.2375, 0.2771], [-0.3106, 2.1353, 0.1927]],
  "mulliken_charge": [0.48, -0.21, -0.40, 0.14, -0.92, -1.28, -0.99, 0.30, 0.37, 0.32, 0.43, 0.38, 0.29, 0.36, 0.30, 0.31, 0.27, 0.33, 0.06, 0.45]
}

{
  "formula": "C2H3NO3",
  "method": "the ωB97M-V functional and the def2-TZVPD basis",
  "e_homo_ev": -11.9,
  "gap_ev": 12.32,
  "spin_multiplicity": 1,
  "species": ["O", "O", "O", "N", "C", "C", "H", "H", "H"],
  "coordinates": [[-0.6513, -0.9058, 0.9750], [-0.4575, 1.1643, 0.1565], [-0.6296, -0.3900, -1.2725], [2.6708, -0.0573, -0.0289], [1.5514, -0.1908, 0.1092], [-0.1580, -0.1143, -0.0280], [-0.1513, 1.3550, 1.0982], [-1.4444, -1.3084, 0.8487], [-0.7302, 0.4472, -1.8582]],
  "mulliken_charge": [-0.47, -0.52, -0.54, -0.37, 0.14, 0.74, 0.35, 0.29, 0.37]
}

{
  "formula": "C27H37AsCuNO2S",
  "method": "the ωB97M-V functional and the def2-TZVPD basis",
  "e_homo_ev": -6.4,
  "gap_ev": 6.62,
  "spin_multiplicity": 1,
  "species": ["As", "Cu", "S", "O", "O", "N", "C", "C", "C", "C", "C", "C", "C", "C", "C", "C", "C", "C", "C", "C", "C", "C", "C", "C", "C", "C", "C", "C", "C", "C", "C", "C", "C", "H", "H", "H", "H", "H", "H", "H", "H", "H", "H", "H", "H", "H", "H", "H", "H", "H", "H", "H", "H", "H", "H", "H", "H", "H", "H", "H", "H", "H", "H", "H", "H", "H", "H", "H", "H", "H"],
  "coordinates": [[-0.1277, -0.6075, -1.2951], [-2.8776, 0.4841, -0.2222], [-4.7838, -0.0497, 2.7838], [-4.7534, 0.5693, -1.1643], [-3.8732, -0.0329, 1.5971], [-0.9867, 0.6881, -0.3304], [0.5743, 3.3145, 2.6153], [3.1804, 1.0484, -4.3390], [-4.0032, 1.0173, 3.9892], [2.3890, 1.9581, -3.6620], [1.8713, -3.0022, 2.4103], [-5.1622, 1.8408, -1.6984], [1.4239, 2.4768, 1.9034], [-0.4344, 1.5190, 0.6350], [0.5583, 2.6743, -2.1554], [0.0373, -2.3887, 0.9387], [2.9311, -0.3054, -4.1311], [2.2602, -1.5545, 0.4829], [-1.2750, 2.3893, 1.3671], [0.9365, 1.6037, 0.9409], [1.2395, 0.2040, -2.4734], [-4.4404, -1.5934, 3.6177], [3.3555, -0.8647, -0.3040], [1.4024, 1.5679, -2.7510], [1.9706, -0.7372, -3.2322], [2.7103, -2.2547, 1.6090], [-0.7845, 3.2600, 2.3270], [0.8925, -1.5827, 0.1478], [1.7141, -2.2247, -3.1202], [2.3778, -3.7278, 3.6308], [0.5339, -3.0678, 2.0436], [4.2531, 1.4943, -5.2983], [-1.4359, -2.5771, 0.6395], [4.1774, -0.6025, 0.3637], [-4.4843, 0.8712, 4.9584], [-2.3414, 2.3765, 1.1539], [5.2326, 1.1303, -4.9819], [1.0295, 3.1049, -1.2693], [-4.7688, -2.3954, 2.9587], [-4.7025, -0.0698, -1.8825], [3.7570, -1.5395, -1.0647], [2.4911, 2.5034, 2.0939], [-3.3655, -1.6607, 3.7942], [0.7188, -2.4674, -3.5016], [-0.4248, 2.3234, -1.8576], [2.5224, 3.0200, -3.8510], [-2.0031, -1.6665, 0.8344], [3.0394, 0.0328, -0.8220], [1.6264, 0.9828, 0.3981], [-2.9409, 0.7672, 4.0221], [-0.1466, -3.6770, 2.6332], [0.4415, 3.4728, -2.8906], [4.0691, 1.1052, -6.3019], [3.4601, -3.6406, 3.7207], [-4.1350, 2.0454, 3.6559], [-6.2067, 1.8066, -2.0048], [-1.6020, -2.8488, -0.4027], [-1.8447, -3.3683, 1.2700], [3.5006, -1.0443, -4.6889], [1.7578, -2.5868, -2.0926], [-4.5363, 2.1379, -2.5395], [4.3009, 2.5816, -5.3591], [-5.0026, -1.6208, 4.5532], [2.1236, -4.7889, 3.5904], [1.9310, -3.3191, 4.5397], [-5.0477, 2.5687, -0.9009], [0.9600, 3.9992, 3.3606], [3.7667, -2.2017, 1.8578], [2.4447, -2.7825, -3.7056], [-1.4720, 3.9120, 2.8560]],
  "mulliken_charge": [0.55, -0.14, 0.29, -0.38, -0.39, 0.49, -0.71, 0.64, -0.93, -0.85, 0.48, -0.66, -0.77, 0.56, -1.89, 0.66, -0.85, 1.40, -0.29, -0.13, 0.04, -0.96, -1.93, 0.86, 0.80, -1.03, -0.60, 0.84, -1.78, -1.62, -0.99, -1.58, -1.78, 0.50, 0.44, 0.39, 0.33, 0.27, 0.32, 0.29, 0.37, 0.42, 0.27, 0.38, 0.09, 0.35, 0.21, 0.22, 0.33, 0.29, 0.32, 0.58, 0.35, 0.35, 0.30, 0.28, 0.40, 0.47, 0.34, 0.32, 0.31, 0.35, 0.42, 0.35, 0.33, 0.24, 0.37, 0.32, 0.38, 0.39]
}

{
  "formula": "C3H8OP2",
  "method": "the ωB97M-V functional and the def2-TZVPD basis",
  "e_homo_ev": [-6.1, -7.8],
  "gap_ev": [6.80, 7.23],
  "s2": 2.0108,
  "spin_multiplicity": 3,
  "species": ["P", "P", "O", "C", "C", "C", "H", "H", "H", "H", "H", "H", "H", "H"],
  "coordinates": [[2.7721, -1.1729, 0.2094], [2.7694, 0.8811, 0.0894], [-0.2143, 0.4836, 0.2463], [-0.0779, -0.7601, 0.1194], [-1.4633, 1.1959, 0.1194], [-1.2358, -1.6385, -0.1896], [-0.9396, -2.6819, -0.1482], [3.5730, 1.1673, -1.0175], [-2.1681, 0.8538, 0.8782], [-1.8849, 1.0399, -0.8743], [-2.0647, -1.4658, 0.5013], [-1.5942, -1.4126, -1.1967], [3.7580, 1.2633, 0.9937], [-1.2296, 2.2468, 0.2693]],
  "mulliken_charge": [0.01, -0.13, -0.22, 0.20, -0.76, -1.04, 0.26, 0.05, 0.31, 0.32, 0.34, 0.34, 0.05, 0.26]
}

Number 1: calculated total energy -15209.77299 eV. Number 2: calculated total energy -9753.55005 eV. Number 3: calculated total energy -150496.80851 eV. Number 4: calculated total energy -23859.72615 eV.